C45H53BBiN11OS3Se as an isolated structure. Source: the OMol25 dataset; level of theory: wB97M-V/def2-TZVPD.

The geometry in XYZ format:
```
116
Properties=species:S:1:pos:R:3:forces:R:3
Bi 2.11509 -1.11765 -1.09403 -0.4 -0.2 -0.1
Se 2.39584 -3.34708 -3.90523 0.1 -0.1 0.0
S 0.00102 -2.68087 0.23432 -0.3 -0.7 0.1
S 0.08623 -1.20403 -3.42381 -0.1 0.0 -0.4
S 0.87610 1.53978 -1.03530 -0.1 0.4 -0.1
O 5.04167 -0.91804 2.01594 0.2 -0.2 0.2
N -1.67227 1.54086 -0.25115 0.6 0.9 -0.6
N 3.40671 -2.33565 -2.84780 0.3 0.4 0.4
N -2.57847 -0.88278 -0.59724 -1.0 -0.5 -0.1
N 3.04307 -3.02731 0.02401 0.4 0.1 0.1
N -1.49103 -0.75339 -1.36141 -0.2 -0.4 -1.1
N -0.89258 0.62004 2.09495 -0.2 0.7 0.2
N 3.56937 -3.34408 -5.16085 0.7 -0.3 -0.9
N -0.80581 -0.34209 1.17763 0.5 -0.7 0.8
N -2.79434 2.11530 0.19368 -0.7 -0.3 0.4
N 3.48913 0.65935 -1.89253 0.2 0.0 0.2
N 3.38857 -0.43253 0.52633 -0.1 0.1 -0.1
C 3.77516 0.95533 0.49133 0.1 0.2 0.4
C -4.18821 4.05833 0.65563 -0.3 0.0 0.1
C -5.03544 4.61449 -0.49768 0.1 -0.1 0.1
C 5.63074 -1.29324 -2.99165 0.7 0.2 0.1
C -3.74992 5.20061 1.58321 0.0 -0.2 -0.1
C 4.75529 3.01649 -2.52333 -0.1 -0.2 0.1
C 5.76807 -2.40812 -5.60320 0.6 0.3 -0.2
C 3.99772 1.41086 -0.92015 0.3 0.5 0.0
C -3.51700 -1.76770 -0.78093 0.0 -0.1 -0.1
C 4.20512 -5.02327 1.52485 -0.1 0.2 -0.1
C -4.58591 -1.94118 0.26321 -0.1 0.1 0.3
C -0.31697 -1.57317 1.46722 -0.2 0.1 -0.2
C 3.58335 1.04242 -3.16117 0.0 0.5 -0.4
C -1.26631 -1.44840 -2.48314 0.0 0.4 0.1
C 4.47505 -3.69102 1.79900 -0.1 0.1 -0.1
C 6.77549 -1.63087 -5.10750 -0.3 -0.5 -0.6
C -0.67120 1.58903 4.26388 0.0 0.3 0.0
C -1.97705 2.33838 3.97227 0.2 -0.1 0.0
C -3.38206 -2.54393 -1.96518 0.4 0.1 -0.1
C -0.09249 -1.90320 2.83716 -0.1 0.4 0.3
C -5.03636 3.06785 1.44939 0.2 0.1 -0.1
C 4.16554 -1.26447 1.25098 0.0 0.1 0.2
C -3.89644 -2.60355 1.47034 -0.1 0.0 -0.1
C 2.77337 -4.29749 -0.24029 0.1 -0.4 0.1
C -0.86443 3.61781 -1.10839 -0.5 0.2 0.2
C 0.26891 -3.29773 3.19736 0.1 -0.1 0.0
C -0.59152 0.39395 3.34178 0.0 -0.3 -0.1
C -2.31510 -2.39604 -2.81102 -0.3 0.1 0.4
C -5.13362 -0.56426 0.65243 0.1 -0.2 -0.1
C 4.63058 -2.62646 -4.79999 -0.6 -0.2 0.4
C 4.20369 2.22151 -3.52287 -0.1 -0.1 0.0
C 4.55769 -2.05539 -3.47883 -0.8 -0.6 -0.4
C -0.23150 -0.90993 3.76577 0.0 -0.2 -0.5
C 0.53046 2.48832 3.93237 -0.2 -0.1 0.1
C -2.02087 4.18363 -0.65774 0.5 -0.5 -0.1
C 6.71302 -1.08941 -3.80614 -0.5 0.1 0.7
C -2.17546 -3.19012 -4.05069 0.0 -0.1 -0.2
C -2.96083 3.40141 0.06939 0.2 -0.1 -0.2
C 0.12942 4.35558 -1.93393 0.1 0.1 0.0
C -0.62534 1.19006 5.73873 0.0 0.0 -0.3
C 3.86658 -2.71420 1.01871 0.4 -0.6 0.4
C 4.65746 2.60145 -1.20739 -0.1 -0.1 -0.1
C 3.33317 -5.33350 0.48771 0.0 0.1 -0.1
C -0.64183 2.24082 -0.78192 -0.2 -0.3 0.2
C -5.72316 -2.84439 -0.21451 0.2 0.1 0.0
B -1.50298 0.04763 -0.10832 0.6 1.0 0.8
H -5.37565 -3.86417 -0.36281 0.0 -0.1 -0.1
H 5.14346 -3.38884 2.59122 0.0 0.1 0.0
H -3.20030 5.97197 1.05113 0.1 0.1 0.0
H -2.05213 -2.51939 -4.90196 0.0 0.0 0.0
H -2.83300 1.70897 4.20651 -0.2 0.0 0.0
H 1.12466 4.28458 -1.49948 0.0 0.1 0.0
H 2.98498 1.57794 0.92965 0.1 0.0 0.0
H 4.66558 -5.80969 2.10401 0.0 0.0 0.1
H -2.02564 2.61465 2.92243 -0.1 0.1 0.0
H -4.63236 5.66034 2.01940 -0.1 0.1 0.1
H -4.34255 0.09651 0.99624 0.0 0.1 0.0
H 4.24693 2.52010 -4.55802 0.0 0.0 -0.1
H 0.32417 -3.41864 4.27438 0.0 0.0 0.1
H 0.33224 0.74856 6.00516 0.1 -0.1 0.1
H -6.16825 -2.47096 -1.13370 -0.1 0.0 -0.1
H -5.62508 -0.10450 -0.20162 -0.1 0.1 -0.1
H -4.14349 -3.26836 -2.20162 -0.1 -0.1 0.0
H -2.03218 3.23527 4.58225 0.0 0.1 0.1
H -1.26755 -3.79439 -4.00232 0.0 0.0 0.0
H 0.18422 3.89999 -2.92318 0.0 0.0 -0.1
H 4.68224 1.09089 1.09091 -0.1 0.0 -0.1
H 3.12716 0.39173 -3.89405 0.0 0.0 -0.1
H -6.49947 -2.86887 0.54609 0.0 0.0 0.1
H -0.75804 2.07792 6.35106 0.0 0.1 0.1
H 1.46531 1.95220 4.08662 0.1 0.0 0.0
H 5.81115 -2.86300 -6.57953 0.0 0.0 -0.1
H -4.46313 2.60961 2.24878 0.1 -0.1 0.1
H -1.42550 0.49351 5.98071 -0.1 -0.1 0.1
H -0.07818 -1.12433 4.80973 0.1 0.0 0.2
H 5.59175 -0.90806 -1.98608 0.1 0.1 0.1
H -0.14992 5.39982 -2.04048 0.0 0.0 0.0
H -5.86761 -0.67203 1.44533 -0.1 0.0 0.1
H 2.07811 -4.48014 -1.04919 0.0 -0.1 0.0
H -5.41926 2.28875 0.79968 -0.1 -0.2 0.0
H 5.24513 3.94680 -2.76918 0.1 0.0 0.0
H -4.53398 5.42528 -1.01797 0.0 0.1 -0.1
H 7.54718 -0.50335 -3.45008 0.0 0.0 0.1
H -3.37271 -3.50670 1.16334 0.1 -0.1 0.0
H -2.22975 5.22015 -0.86849 0.0 0.1 0.0
H 7.65163 -1.43392 -5.70315 0.1 0.0 -0.1
H -5.87777 3.59618 1.88798 -0.1 0.1 0.0
H -3.12662 4.82472 2.39131 0.1 0.0 0.1
H -5.97061 4.99574 -0.09878 -0.1 0.1 0.0
H 0.47868 2.81954 2.89713 0.0 0.0 -0.1
H 1.22860 -3.56155 2.75557 0.1 -0.1 0.0
H -3.18400 -1.92778 1.93783 0.1 0.1 0.1
H -3.03432 -3.83511 -4.21585 0.0 0.0 0.0
H -0.47020 -3.98744 2.79198 0.0 -0.1 0.0
H 3.09400 -6.35790 0.24791 0.0 0.0 0.0
H 5.06486 3.19420 -0.40370 0.1 0.0 0.1
H -5.26224 3.82888 -1.21477 -0.1 -0.1 -0.1
H 0.52439 3.35892 4.58247 0.0 0.1 0.1
H -4.64714 -2.87935 2.20494 -0.1 0.0 0.1
```
Positions in Å, forces in eV/Å.

The net charge is +2. Its multiplicity is 1. For the gap between HOMO and LUMO, the calculation gives 7.07 eV. For the relative energy (zero: lowest compared OMol25 entry of this formula, charge and spin), the calculation gives 27.3 kcal per mole.

***

C45H53BN6O3PS4Ti as an isolated structure. Source: the OMol25 dataset; level of theory: wB97M-V/def2-TZVPD.

The geometry in XYZ format:
```
114
Properties=species:S:1:pos:R:3:forces:R:3
Ti -1.93325 -2.42506 0.59985 0.2 0.7 0.2
S -3.12734 -0.44987 0.12879 0.2 -0.3 0.0
S -3.50457 -4.39412 0.09561 0.0 -0.2 0.0
S 0.42739 -1.06955 -0.71903 -0.1 0.1 -0.1
S -0.65112 -1.61612 2.38367 0.0 -0.2 0.0
P -0.23139 -4.38408 0.56350 0.0 0.0 0.1
O -3.19676 -3.54475 1.37808 -0.1 -0.1 0.1
O -2.67347 -3.56796 -0.86396 -0.1 -0.2 -0.2
O -4.87227 -4.54121 -0.18889 0.0 0.0 0.0
N -1.32196 1.19237 -1.01821 -0.1 0.0 -0.1
N -0.85752 2.11236 -1.86301 0.1 0.0 0.0
N -0.67519 0.92705 1.42621 0.0 -0.1 0.1
N 1.74570 2.38232 -0.23943 0.0 0.1 0.0
N 1.16331 1.20531 -0.36453 0.1 -0.1 -0.1
N -0.85095 2.25525 1.46887 0.0 0.1 -0.1
C 3.71131 3.78447 -0.59281 0.0 0.0 0.0
C -1.27122 2.06018 3.77957 0.0 0.0 0.0
C 0.41270 -4.19568 -2.11397 0.0 0.0 0.0
C -2.74713 -8.28005 0.39151 0.0 0.0 0.0
C -1.13449 3.71870 -3.66121 0.0 0.0 0.0
C 0.36494 3.91568 -3.44766 0.0 0.0 0.0
C -0.83024 0.12443 2.47833 0.0 0.1 0.0
C 4.97465 3.52703 0.24438 0.0 0.0 0.0
C 2.96275 0.14235 -1.50093 0.1 0.0 0.0
C -1.67772 2.64999 -2.73502 0.0 0.0 0.0
C 0.82663 -5.13731 4.41332 0.0 0.0 0.0
C 3.54884 -1.07394 -2.13980 0.0 0.0 0.0
C -1.37246 -8.30660 0.56159 0.0 0.0 0.0
C -1.26930 -5.89409 0.50403 0.0 0.0 0.0
C -0.25702 4.96480 3.46248 0.0 0.0 0.0
C -3.40480 -7.06386 0.26398 -0.1 0.0 0.0
C 0.88313 -4.54163 -0.84498 0.0 0.0 0.0
C -1.39954 3.30121 -5.11543 0.0 0.0 0.0
C 0.14995 -5.14746 3.20279 0.0 0.0 0.0
C -2.65842 -5.89803 0.32333 0.0 0.1 0.0
C -1.27896 -0.15379 4.96043 0.0 0.0 0.0
C -1.29187 4.89047 1.17914 0.0 0.0 0.0
C 2.14958 -5.10833 -0.69826 0.0 0.0 0.0
C 2.03861 -4.47120 4.52709 0.0 0.0 0.0
C 1.90061 -3.79298 2.22533 0.0 0.0 0.0
C -1.87383 5.03012 -3.34666 0.0 0.0 0.0
C 2.94234 -5.31364 -1.81784 0.0 0.0 0.0
C 2.96411 2.47228 -0.73827 0.0 0.0 0.0
C -2.57433 0.74130 -1.02808 0.0 0.1 -0.1
C 2.57362 -3.79801 3.43471 0.0 0.0 0.0
C -1.14982 2.83454 2.60285 -0.1 0.0 0.0
C 2.47459 -4.96620 -3.07790 0.0 0.0 0.0
C -2.73991 4.63928 3.20955 0.0 0.0 0.0
C -3.50737 1.28026 -1.94651 0.0 0.0 0.0
C 3.57951 1.36423 -1.38571 0.0 0.0 0.0
C -4.92601 0.80936 -1.98066 0.0 0.0 0.0
C -1.36334 4.33358 2.60095 0.1 0.0 0.0
C -0.63803 -7.12425 0.61361 0.0 0.0 0.0
C 1.68928 0.13046 -0.92839 0.0 0.0 0.0
C 1.20941 -4.41091 -3.22626 0.0 0.0 0.0
C -1.11898 0.70151 3.74345 0.0 0.0 0.0
C 4.10697 4.28649 -1.99100 0.0 0.0 0.0
C 0.69343 -4.48600 2.10062 0.0 0.0 0.0
C 2.84955 4.83740 0.10055 0.0 0.0 0.0
C -3.02949 2.24852 -2.78758 0.0 0.0 0.0
B -0.25004 0.65727 -0.03802 0.0 0.0 0.0
H -3.54131 4.16787 2.63762 0.0 0.0 0.0
H -2.46385 3.19773 -5.33066 0.0 0.0 0.0
H -1.51584 2.54685 4.71475 0.0 0.0 0.0
H 0.43604 -7.17025 0.74601 0.0 0.0 0.0
H 5.52456 4.46039 0.36057 0.0 0.0 0.0
H 0.71719 4.70272 -4.11424 0.0 0.0 0.0
H -3.69308 2.70569 -3.50985 0.0 0.0 0.0
H -0.32987 4.67351 0.71441 0.0 0.0 0.0
H 3.42246 5.75931 0.19423 0.0 0.0 0.0
H -0.39457 6.04542 3.48825 0.0 0.0 0.0
H 5.64594 2.80954 -0.23076 0.0 0.0 0.0
H 0.92182 3.00340 -3.67215 0.0 0.0 0.0
H -2.81759 4.31529 4.24835 0.0 0.0 0.0
H -0.85872 -9.25398 0.65523 0.0 0.0 0.0
H -1.00782 4.06689 -5.78440 0.0 0.0 0.0
H -0.79008 -5.67852 3.12080 0.0 0.0 0.0
H -1.70191 5.34064 -2.31416 0.0 0.0 0.0
H -0.58069 -3.78284 -2.24080 0.0 0.0 0.0
H 2.31586 -3.26024 1.37790 0.0 0.0 0.0
H 4.76619 3.59163 -2.51320 0.0 0.0 0.0
H 3.77874 -1.82405 -1.37949 0.0 0.0 0.0
H 1.94660 5.05502 -0.47051 0.0 0.0 0.0
H -5.48174 1.32886 -2.75713 0.0 0.0 0.0
H -2.11588 -0.84335 4.83846 0.0 0.0 0.0
H -1.46137 0.46160 5.83781 0.0 0.0 0.0
H 4.57516 1.49370 -1.79082 0.0 0.0 0.0
H 4.46620 -0.83474 -2.67207 0.0 0.0 0.0
H -4.97293 -0.26322 -2.17450 0.0 0.0 0.0
H -0.90369 2.35867 -5.35425 0.0 0.0 0.0
H 3.09167 -5.14253 -3.94896 0.0 0.0 0.0
H -1.50483 5.81711 -4.00380 0.0 0.0 0.0
H 2.84051 -1.52040 -2.84014 0.0 0.0 0.0
H 0.83844 -4.15972 -4.21098 0.0 0.0 0.0
H 2.51740 -5.39818 0.27746 0.0 0.0 0.0
H -4.47511 -7.01876 0.11247 0.0 0.0 0.0
H 3.92149 -5.75957 -1.70553 0.0 0.0 0.0
H 0.73099 4.75705 3.04758 0.0 0.0 0.0
H 2.55423 4.51586 1.10005 0.0 0.0 0.0
H 0.58249 4.20688 -2.41924 0.0 0.0 0.0
H 3.22732 4.46326 -2.61158 0.0 0.0 0.0
H -2.90485 5.71619 3.19411 0.0 0.0 0.0
H -5.41913 0.98774 -1.02366 0.0 0.0 0.0
H 0.41148 -5.66101 5.26364 0.0 0.0 0.0
H -2.07910 4.46799 0.55065 0.0 0.0 0.0
H 3.52073 -3.28346 3.52632 0.0 0.0 0.0
H -1.42885 5.97085 1.21508 0.0 0.0 0.0
H -0.38526 -0.75474 5.13503 0.0 0.0 0.0
H -3.31275 -9.20036 0.34920 0.0 0.0 0.0
H 4.64505 5.22897 -1.89235 0.0 0.0 0.0
H -2.94933 4.94520 -3.50971 0.0 0.0 0.0
H 2.57189 -4.48039 5.46824 0.0 0.0 0.0
H -0.28379 4.60614 4.49275 0.0 0.0 0.0
H 4.72071 3.15846 1.23990 0.0 0.0 0.0
```
Positions in Å, forces in eV/Å.

The net charge is +3. Its multiplicity is 1. For the gap between HOMO and LUMO, the calculation gives 6.80 eV. For the relative energy (zero: lowest compared OMol25 entry of this formula, charge and spin), the calculation gives 1.0 kcal per mole.

***

For each record above, in turn, the calculated M values are 1158.95; 943.88 g mol⁻¹.
For each record above, in turn, the calculated HOMO energy values are -12.69; -16.23 eV.